Entry 1:
Density functional theory data (ωB97M-V/def2-TZVPD) for C3H9O2P in the gas phase.

Geometry as XYZ:
```
15
Properties=species:S:1:pos:R:3:forces:R:3
C 2.14203 0.14196 0.56337 -0.3 -0.2 1.3
H -2.44884 0.98271 2.02619 0.8 -1.1 -1.8
O 1.46971 1.05152 -0.29570 0.4 0.3 0.1
H -1.48215 -0.81631 -1.48220 2.0 -0.1 0.2
H 0.33691 -1.02162 -2.14501 -0.8 0.3 0.8
H 3.17263 -0.02179 0.09537 -1.5 -0.2 1.0
H 1.41702 -0.74402 0.63161 1.8 0.6 0.1
C -2.13515 0.41679 1.03149 -2.7 2.0 2.0
H 2.21670 0.66653 1.61131 0.1 -1.1 -1.9
O -1.04590 1.14345 0.54154 1.2 0.8 -1.8
H -1.84966 -0.56112 1.35647 -0.1 -0.8 -0.4
H -3.14741 0.50596 0.44599 2.2 -0.5 0.4
H 0.12987 2.22587 -1.18650 -1.1 -0.2 -0.6
C -0.34277 -0.67657 -1.32209 -1.3 0.8 -1.1
P -0.04088 0.88422 -0.75679 -0.6 -0.6 1.7
```
Forces are in eV/Å.

- DFT total energy: -611.4528 a.u.
- Frontier orbital gap: 9.2 eV
- SMILES string: C=[PH](OC)OC



Entry 2:
Density functional theory data (ωB97M-V/def2-TZVPD) for C3H9O2P in the gas phase.

Geometry as XYZ:
```
15
Properties=species:S:1:pos:R:3:forces:R:3
C -0.03500 -0.42011 0.64684 -3.8 2.0 -3.1
H 0.14929 -2.05828 1.76553 -0.1 -0.4 -0.4
C -0.37964 0.41230 -1.00358 1.4 -1.5 1.6
H 1.13153 -2.24937 0.43324 1.4 -0.3 -1.1
H 1.70925 -0.05600 0.58229 1.1 0.3 0.1
P -1.57750 1.68675 -0.36261 -1.4 -1.1 -2.5
H -0.64307 2.29095 0.36583 1.5 1.0 1.2
C 0.17168 -1.89994 0.66180 -1.5 0.1 2.6
H 1.31732 1.45084 -0.89811 -0.2 0.2 0.2
H -0.95291 -0.08495 1.25184 1.2 -0.9 -0.8
H -0.66076 -0.36575 -1.76340 -0.4 0.9 0.9
O 0.83505 0.97121 -1.57997 -0.9 -0.9 0.6
H -1.44193 2.55962 -1.49506 -0.1 0.0 0.4
H -0.62561 -2.52904 0.27059 0.1 0.3 -0.4
O 1.00232 0.29176 1.12477 1.6 0.4 0.7
```
Forces are in eV/Å.

- DFT total energy: -611.4444 a.u.
- Frontier orbital gap: 9.7 eV
- SMILES string: C[C@@H](O)[C@H](O)P



For each record above, in turn, the calculated E_HOMO values are -8.2; -8.9 eV.
For each record above, in turn, the calculated relative energy (zero: lowest compared OMol25 entry of this formula, charge and spin) values are 58.64; 63.89 kcal per mole.